1.
Below is an isolated molecule of CH2N2O3S at a distorted geometry, with properties calculated with ωB97M-V/def2-TZVPD.

**Max |F|**: 4.96 eV/Å
**Electronic energy**: -772.67892 a.u.

ORCA input file:
```
! wB97M-V def2-TZVPD RIJCOSX def2/J DEFGRID3
* xyz 0 1
C 0.9009 -0.3099 0.0596
N 0.0620 -0.3286 -0.9900
N -0.2322 -0.2627 1.1852
O 2.1011 -0.3413 0.2461
O -2.0174 1.2134 -0.1547
O -2.2100 -1.1749 0.0680
S -1.3408 -0.0461 0.0470
H 0.2465 0.1181 -1.8886
H -0.0586 -0.2868 2.1646
*
```

=====

2.
Below is a 2-piece molecular cluster, CH2N2O3S overall at a distorted geometry, with properties calculated with ωB97M-V/def2-TZVPD.

**Max |F|**: 4.99 eV/Å
**Electronic energy**: -772.62907 a.u.

ORCA input file:
```
! wB97M-V def2-TZVPD RIJCOSX def2/J DEFGRID3
* xyz 0 1
C -1.0695 0.9885 0.9300
N -0.3424 1.9221 0.9279
N 0.0008 -1.5785 -1.1143
O 0.7603 -1.1570 -0.0402
O -1.8293 0.1861 1.2368
O -0.2171 0.6534 -2.3179
S -0.4598 -0.7839 -2.2914
H 0.5146 -1.6802 0.6525
H -0.3067 2.7471 0.3845
*
```

=====

3.
Below is CH2N2O3S as an isolated structure at a distorted geometry, with properties calculated with ωB97M-V/def2-TZVPD.

**Max |F|**: 6.79 eV/Å
**Electronic energy**: -772.64915 a.u.

ORCA input file:
```
! wB97M-V def2-TZVPD RIJCOSX def2/J DEFGRID3
* xyz 0 1
C 1.0023 0.2007 -1.5119
N 1.0812 -0.2933 -0.3994
N -1.2514 1.0146 0.3274
O 0.7375 0.7344 -2.5019
O -1.4960 -1.5248 0.1805
O 0.1590 -0.5759 1.8336
S -0.9019 -0.4275 0.7944
H 1.6603 -0.8595 0.2374
H -0.9909 1.7312 1.0399
*
```

=====

4.
Below is CH2N2O3S as an isolated structure at a distorted geometry, with properties calculated with ωB97M-V/def2-TZVPD.

**Max |F|**: 3.10 eV/Å
**Electronic energy**: -772.51767 a.u.

ORCA input file:
```
! wB97M-V def2-TZVPD RIJCOSX def2/J DEFGRID3
* xyz 0 1
C 1.6070 -0.6768 -0.2709
N -0.0698 0.2591 -0.0919
N -1.1196 -0.5554 -0.0847
O -0.8457 -1.7302 -0.0926
O 2.5097 0.0451 -0.3597
O -2.2234 -0.0354 0.0201
S -0.1630 1.9464 -0.0858
H 1.1676 -1.7445 -0.1014
H -0.8627 2.4915 1.0670
*
```

=====

5.
Below is an isolated molecule of CH2N2O3S at a distorted geometry, with properties calculated with ωB97M-V/def2-TZVPD.

**Max |F|**: 2.36 eV/Å
**Electronic energy**: -772.70682 a.u.
**SMILES**: NS(=O)(=O)N=C=O

ORCA input file:
```
! wB97M-V def2-TZVPD RIJCOSX def2/J DEFGRID3
* xyz 0 1
N 0.0661 -0.0034 -0.1350
S 1.2781 -1.1778 0.0886
O 1.7210 -1.8372 -1.0736
O 0.8840 -1.9022 1.2601
N 2.4565 -0.0992 0.4274
C 3.0888 0.7601 -0.1442
O 3.7783 1.6029 -0.5640
H -0.2602 0.2534 0.8203
H -0.6815 -0.5983 -0.5764
*
```

=====

6.
Below is an isolated molecule of CH2N2O3S at a distorted geometry, with properties calculated with ωB97M-V/def2-TZVPD.

**Max |F|**: 6.26 eV/Å
**Electronic energy**: -772.56166 a.u.
**SMILES**: [H]/N=N/[C@H]1OS1(=O)=O

ORCA input file:
```
! wB97M-V def2-TZVPD RIJCOSX def2/J DEFGRID3
* xyz 0 1
H -2.4788 -1.5284 -0.2315
N -2.0245 -0.5154 -0.3116
N -0.9039 -0.5267 0.2798
C -0.1528 0.5730 0.1962
O 0.8443 0.5825 1.2101
S 1.4640 0.1217 -0.1811
O 1.7820 -1.2894 -0.1974
O 2.2988 1.0059 -0.8409
H -0.8290 1.5769 0.0763
*
```

=====

7.
Below is a 2-piece molecular cluster, CH2N2O3S overall at a distorted geometry, with properties calculated with ωB97M-V/def2-TZVPD.

**Max |F|**: 2.98 eV/Å
**Electronic energy**: -772.55255 a.u.

ORCA input file:
```
! wB97M-V def2-TZVPD RIJCOSX def2/J DEFGRID3
* xyz 0 1
C -0.9455 0.6053 0.9005
N -2.1674 -0.5858 -0.6873
N -1.4221 -0.0674 0.0994
O 2.2227 1.1731 0.6620
O 1.9478 -1.2430 0.2971
O 1.3990 0.1903 -1.5544
S 1.8614 0.0732 -0.2064
H -0.7398 1.2491 1.7525
H -2.1561 -1.3948 -1.2634
*
```

=====

8.
Below is an isolated ion of composition CH2N2O4P and charge +1 at a distorted geometry, with properties calculated with ωB97M-V/def2-TZVPD.

**Max |F|**: 4.07 eV/Å
**Electronic energy**: -790.72715 a.u.

ORCA input file:
```
! wB97M-V def2-TZVPD RIJCOSX def2/J DEFGRID3
* xyz 1 1
C 0.9608 -1.9538 -0.2593
N 1.4865 0.5714 0.1265
N 0.4904 1.2226 -0.1678
O -1.1100 -0.8893 1.6375
O -0.1068 -1.8514 -0.5916
O -2.5717 -0.5370 -0.5894
O -0.6478 0.7341 -0.3690
P -1.4625 -0.6350 0.2750
H 2.4076 1.1161 0.2845
H 0.5537 2.2223 -0.3464
*
```

=====

The evaluated HOMO level for the records listed, in turn: -11.02; -10.53; -10.90; -9.33; -11.30; -10.39; -9.01; -16.94 eV.
The evaluated ΔE to the lowest compared entry with this formula, charge and spin for the records listed, in turn: 0.759; 2.116; 1.569; 5.147; 0.000; 3.950; 4.198; 0.706 eV.